No. 1
Entry from the Open Molecules 2025 dataset: a cluster of 2 separate species, C5H14S in total at a distorted geometry (ωB97M-V/def2-TZVPD).

Summary:
Kohn-Sham gap (Eh): 0.344
Spin multiplicity: 1
SMILES: CCC.CSC
ΔE to the lowest compared entry with this formula, charge and spin (kJ/mol): 80.9

```
20
Properties=species:S:1:pos:R:3:mulliken_charge:R:1
C 1.301 -1.376 3.024 -0.74
C 3.072 -0.737 1.124 -0.73
S 2.684 -2.176 2.094 -0.07
H 1.776 -0.553 3.525 0.27
H 0.476 -1.119 2.360 0.19
H 0.984 -2.073 3.825 0.30
H 2.538 -0.905 0.182 0.21
H 4.117 -0.894 0.734 0.29
H 2.902 0.205 1.611 0.27
C -2.090 1.397 -1.649 -0.18
C -0.873 1.027 -0.787 -1.07
C -2.575 0.322 -2.594 -1.10
H -2.883 1.743 -0.975 0.28
H -1.759 2.311 -2.142 0.24
H -1.129 0.414 0.111 0.26
H -1.952 0.377 -3.513 0.29
H -2.414 -0.704 -2.272 0.33
H -0.322 1.930 -0.530 0.34
H -0.257 0.237 -1.260 0.29
H -3.597 0.574 -2.869 0.32
```

---

No. 2
Entry from the Open Molecules 2025 dataset: a structure of composition C4H2NaO5 at a distorted geometry (ωB97M-V/def2-TZVPD).

Summary:
Charge: +1
Kohn-Sham gap (Eh): 0.341
Spin multiplicity: 1

```
12
Properties=species:S:1:pos:R:3:mulliken_charge:R:1
C 5.491 -0.150 0.229 0.66
O 6.567 -0.560 0.199 -0.29
O 4.419 0.305 0.247 -0.46
O 0.049 0.936 -0.120 -0.60
C -0.900 0.192 -0.124 0.26
O -2.111 0.647 -0.428 -0.32
Na 2.238 1.101 0.180 1.16
H -0.869 -0.871 0.175 0.33
O -4.263 -0.595 1.470 -0.27
C -3.753 -0.229 0.488 0.84
C -3.149 -0.413 -0.693 -0.59
H -3.718 -0.364 -1.622 0.28
```

---

| no. | LUMO energy (eV) |
| --- | --- |
| 1 | 0.959 |
| 2 | -3.828 |